(1)
Here is C2H7FN2 as an isolated structure from the OMol25 dataset. Energies are from ωB97M-V/def2-TZVPD.

Cartesian coordinates (Å):
1 C 0.3926 -1.1976 0.2497
2 C -0.0562 0.2025 0.4950
3 N -1.3890 0.5493 0.5707
4 N 0.7601 1.1187 -0.9679
5 F 0.6238 0.7165 1.5519
6 H 0.2645 -1.9158 1.1269
7 H -0.1660 -1.6797 -0.4947
8 H 1.4122 -1.0809 0.0350
9 H -1.4287 1.5728 0.5486
10 H -1.8146 0.1111 -0.3117
11 H -0.1019 1.1502 -1.5058
12 H 1.5032 0.4527 -1.2976

Values from the calculation:
gap between HOMO and LUMO	0.36426	hartree
charge	0
LUMO level	0.80	eV
multiplicity	1

=====

(2)
Here is a 2-piece molecular cluster, C2H7FNO overall from the OMol25 dataset. Energies are from ωB97M-V/def2-TZVPD.

Cartesian coordinates (Å):
1 C 1.6166 -0.0904 -0.0205
2 C -0.6038 0.6328 0.4101
3 N 0.2404 -0.3420 -0.3068
4 O -2.3417 -0.5017 -0.1654
5 F -3.4039 0.2575 0.0148
6 H 1.9845 -0.7418 0.7840
7 H 2.1616 -0.4853 -0.9634
8 H 1.8566 0.9781 0.0569
9 H -0.9300 1.5652 -0.0136
10 H -0.8183 0.4701 1.4400
11 H 0.0746 -0.4477 -1.3232
12 H 0.1633 -1.2947 0.0871

Values from the calculation:
gap between HOMO and LUMO (alpha / beta)	0.32365 / 0.31607	hartree
charge	+1
LUMO level (alpha / beta)	-6.22 / -6.29	eV
multiplicity	1

=====

(3)
Here is one molecule with the formula C2H7FSi from the OMol25 dataset. Energies are from ωB97M-V/def2-TZVPD.

Cartesian coordinates (Å):
1 C -1.1217 -1.0896 -0.0843
2 C 1.4174 0.7684 -0.4666
3 F 2.2329 -0.4378 -0.1784
4 Si -0.2985 0.5751 0.4434
5 H -1.1698 -1.6902 0.7612
6 H -2.1843 -0.9655 -0.2826
7 H -0.4613 -1.6375 -0.7425
8 H 1.2433 0.5851 -1.4540
9 H 1.9417 1.5734 -0.0774
10 H -1.4725 1.7020 0.1096
11 H -0.1271 0.6164 1.9717

Values from the calculation:
gap between HOMO and LUMO (alpha / beta)	0.21592 / 0.23705	hartree
charge	0
LUMO level (alpha / beta)	1.13 / -4.40	eV
multiplicity	3

=====

Relative energy (zero: lowest compared OMol25 entry of this formula, charge and spin) values (in kcal/mol) by entry order: 49.2; 143.7; 104.9.
E_tot values (in hartree) by entry order: -289.72200; -309.72560; -469.46710.